Record 1
Below is the molecule C3H8ClPS in a non-equilibrium geometry, with properties calculated with ωB97M-V with the def2-TZVPD basis set.

## Properties
HOMO-LUMO gap, hartree: 0.3369
Relative energy (zero: lowest compared OMol25 entry of this formula, charge and spin), kcal per mole: 4.4
Structure (SMILES): CC[P@@](C)(=S)Cl

ORCA input file:
```
! RIJCOSX wB97M-V def2-TZVPD def2/J DEFGRID3
* xyz 0 1
Cl -0.496 0.471 -3.194
S 2.678 -0.060 -1.784
P 0.605 0.250 -1.471
C -0.208 -1.134 -0.519
C 0.324 -1.207 0.853
C 0.123 1.931 -0.675
H 1.439 -1.327 0.880
H -0.018 2.032 0.423
H 0.828 2.604 -0.950
H 0.221 -0.310 1.388
H -0.135 -2.020 -1.156
H -0.845 2.107 -1.081
H -0.125 -1.891 1.529
H -1.375 -0.991 -0.629
*
```

***

Record 2
Below is a structure of composition C3H8CsFO3RbS in a non-equilibrium geometry, with properties calculated with ωB97M-V with the def2-TZVPD basis set.

## Properties
HOMO-LUMO gap, hartree: 0.3443

ORCA input file:
```
! RIJCOSX wB97M-V def2-TZVPD def2/J DEFGRID3
* xyz 1 1
Cs 0.044 4.708 1.581
Rb -1.446 1.994 5.101
S -1.113 -1.144 0.093
F -1.848 2.748 2.497
O -1.434 -2.381 0.701
O 0.265 -1.402 -0.624
O -1.999 -0.502 -0.815
C -0.680 -0.016 1.371
C 1.886 -1.006 -2.316
C 0.729 -0.415 -1.579
H 2.249 -0.315 -3.076
H -0.090 -0.153 -2.245
H 1.577 -1.923 -2.817
H 1.048 0.482 -1.036
H 0.105 -0.504 1.941
H 2.709 -1.253 -1.643
H -1.591 0.150 1.941
H -0.410 0.934 0.923
*
```

***

Number 1: LUMO 0.5 eV, calculated total energy -35887.85018 eV, HOMO level -8.619 eV. Number 2: LUMO -3.8 eV, calculated total energy -24134.52086 eV, HOMO level -13.185 eV.